Entry 1:
A single C4H3N3 molecule, computed with ωB97M-V with the def2-TZVPD basis set.

SMILES = N#Cc1ncc[nH]1
HOMO-LUMO gap = 10.05 eV
energy = -8666.0826 eV
E_LUMO = 0.021 hartree

ORCA input file:
```
! RIJCOSX wB97M-V def2-TZVPD def2/J DEFGRID3
* xyz 0 1
N -1.305 -1.364 -2.759
C -0.850 -0.800 -1.858
C -0.384 -0.138 -0.687
N -1.214 0.378 0.178
C -0.459 0.690 1.263
C 0.878 0.416 1.027
N 0.897 -0.130 -0.232
H -1.096 0.823 2.118
H 1.815 0.549 1.561
H 1.697 -0.463 -0.747
*
```



Entry 2:
A single C4H3N3 molecule, computed with ωB97M-V with the def2-TZVPD basis set.

SMILES = N#C/C=C(\N)C#N
HOMO-LUMO gap = 9.20 eV
energy = -8663.5866 eV
E_LUMO = -0.017 hartree

ORCA input file:
```
! RIJCOSX wB97M-V def2-TZVPD def2/J DEFGRID3
* xyz 0 1
N -0.137 -1.815 2.307
C -0.253 -0.920 1.620
C -0.942 0.131 0.746
C -0.041 0.208 -0.374
N 0.935 -0.667 -0.825
C -0.260 1.410 -1.310
N -0.229 2.587 -1.655
H -1.840 0.828 0.963
H 1.139 -1.285 -0.101
H 1.627 -0.477 -1.370
*
```



Entry 3:
A single C4H3N3 molecule, computed with ωB97M-V with the def2-TZVPD basis set.

SMILES = C#Cc1cnn[nH]1
HOMO-LUMO gap = 9.45 eV
energy = -8662.6806 eV
E_LUMO = 0.007 hartree

ORCA input file:
```
! RIJCOSX wB97M-V def2-TZVPD def2/J DEFGRID3
* xyz 0 1
C 2.262 0.151 -0.161
C 1.391 -0.302 0.542
C -0.022 -0.155 0.468
C -0.602 0.955 -0.096
N -1.846 0.634 -0.502
N -2.081 -0.604 -0.193
N -0.984 -1.089 0.400
H 2.706 0.650 -0.985
H -0.145 1.925 -0.224
H -0.995 -2.036 0.738
*
```



Entry 4:
A single C4H3N3O molecule, computed with ωB97M-V with the def2-TZVPD basis set.

SMILES = O=c1cnnccn1
HOMO-LUMO gap = 9.59 eV
energy = -10710.5737 eV
E_LUMO = -0.002 hartree

ORCA input file:
```
! RIJCOSX wB97M-V def2-TZVPD def2/J DEFGRID3
* xyz 0 1
O -1.787 -0.649 0.863
C -1.047 -0.308 -0.001
C -0.905 1.082 -0.535
N 0.259 1.587 -0.312
N 1.057 0.912 0.542
C 1.520 -0.235 0.644
C 1.091 -1.169 -0.545
N -0.195 -1.178 -0.696
H -1.582 1.783 -1.132
H 2.287 -0.518 1.473
H 1.793 -1.544 -1.355
*
```



Entry 5:
A molecular structure, C4H3N3O, computed with ωB97M-V with the def2-TZVPD basis set.

HOMO-LUMO gap = 10.72 eV
energy = -10710.6758 eV
E_LUMO = 0.019 hartree

ORCA input file:
```
! RIJCOSX wB97M-V def2-TZVPD def2/J DEFGRID3
* xyz 0 1
C -1.426 -0.635 -0.039
C -1.088 0.895 0.029
C 0.269 0.376 -0.051
C 0.058 -0.926 0.027
H -1.318 1.443 -0.901
H -1.466 1.334 0.960
H 2.473 1.030 0.011
N 1.721 0.329 -0.004
N 2.128 -0.933 -0.033
N 1.094 -1.700 0.025
O -2.446 -1.212 -0.024
*
```



Entry 6:
A single C4H3N3O molecule, computed with ωB97M-V with the def2-TZVPD basis set.

SMILES = [H]/N=C1\C=NC(=O)C=N1
HOMO-LUMO gap = 8.27 eV
energy = -10710.7584 eV
E_LUMO = -0.070 hartree

ORCA input file:
```
! RIJCOSX wB97M-V def2-TZVPD def2/J DEFGRID3
* xyz 0 1
H 2.759 -1.055 0.233
N 2.610 0.048 0.283
C 1.349 0.018 0.146
C 0.545 -1.230 -0.206
N -0.787 -1.273 -0.254
C -1.383 0.048 0.019
O -2.649 -0.054 0.325
C -0.466 1.299 -0.137
N 0.723 1.306 -0.231
H 1.277 -2.129 -0.103
H -0.941 2.243 -0.249
*
```



Entry 7:
A single C4H3N3O2 molecule, computed with ωB97M-V with the def2-TZVPD basis set.

SMILES = O=C1\C=N/N=C\C=N/O1
HOMO-LUMO gap = 9.88 eV
energy = -12755.4613 eV
E_LUMO = -0.025 hartree

ORCA input file:
```
! RIJCOSX wB97M-V def2-TZVPD def2/J DEFGRID3
* xyz 0 1
O -1.165 0.560 -2.393
C -0.825 0.184 -1.352
C -1.281 0.804 -0.042
N -0.755 1.271 0.989
N 0.718 1.498 0.911
C 1.382 0.373 0.632
C 0.838 -1.102 0.610
N -0.126 -1.707 -0.099
O -0.220 -1.047 -1.290
H -2.455 0.388 0.136
H 2.514 0.339 0.283
H 1.374 -1.561 1.616
*
```



Entry 8:
2 unconnected molecules or ions with the total composition C4H3N3OS, computed with ωB97M-V with the def2-TZVPD basis set.

SMILES = N#C/C=C\N=S.N=C=O
HOMO-LUMO gap (alpha / beta) = 7.06 / 6.74 eV
energy = -21545.8799 eV
E_LUMO (alpha / beta) = -0.062 / -0.049 hartree

ORCA input file:
```
! RIJCOSX wB97M-V def2-TZVPD def2/J DEFGRID3
* xyz 0 1
N 2.389 0.465 0.979
C 1.564 0.326 0.213
C 0.652 0.367 -0.826
C -0.559 0.966 -0.749
N -0.978 1.753 0.256
S -0.654 2.146 1.682
H 0.819 -0.208 -1.698
H -1.252 1.002 -1.580
N 0.023 -1.568 0.935
C -0.915 -1.667 0.206
O -1.714 -1.296 -0.543
H 0.624 -2.287 1.125
*
```



For the records above, the corresponding relative energy (zero: lowest compared OMol25 entry of this formula, charge and spin) values read 7.6, 65.1, 86.0, 71.0, 68.6, 66.7, 122.8, 76.4 kcal/mol.